# C23H49N6O2

3 unconnected molecules or ions with the total composition C23H49N6O2 (ωB97M-V/def2-TZVPD, the Open Molecules 2025 dataset).

Charge: +1
Spin multiplicity: 3
<S²>: 2.008
Highest occupied orbital energy (alpha / beta) (eV): -10.34 / -11.45
Molar mass (Da): 441.69
E (eV): -37670.9180
Relative energy (zero: lowest compared OMol25 entry of this formula, charge and spin) (kcal/mol): 34.89
Kohn-Sham gap (alpha / beta) (eV): 6.3 / 7.4

Element x y z (Å)
C -1.63897 0.77746 -1.33060
C -0.13849 0.46900 -1.43490
C 0.69289 1.01166 -0.26631
C 2.16013 1.32148 -0.69490
N 2.20794 2.77372 -0.94394
N 2.92866 3.48645 0.05661
C 0.85920 3.14117 -0.86197
N 0.37246 4.03065 -1.67430
N 0.12304 2.40157 0.03260
H -1.98802 0.40855 -0.36762
H -1.86613 1.83382 -1.44897
H -2.16670 0.23808 -2.11551
H 0.27554 0.80551 -2.38928
H -0.03774 -0.61641 -1.41667
H 0.64548 0.45679 0.66531
H 2.91178 1.04884 0.04255
H 2.42068 0.78545 -1.60594
H 3.13951 4.42416 -0.26540
H 2.41698 3.54462 0.93756
H 0.76820 4.14629 -2.59834
H -0.43809 4.57909 -1.41217
H 0.21380 2.70056 1.00269
C 1.47996 -3.07411 -6.38453
C 1.95448 -2.67433 -4.97174
C 3.17093 -3.50546 -4.55055
C 2.83596 -4.95682 -4.21827
C 1.71766 -5.03556 -3.18218
C 0.46688 -4.24884 -3.58424
N 0.85654 -2.84737 -3.96081
O 1.04983 -2.11793 -2.91966
C -0.26277 -4.95994 -4.73152
C -0.51544 -4.19066 -2.41944
C 2.33796 -1.19924 -5.03442
H 1.91724 -2.40467 -7.12411
H 1.77103 -4.08579 -6.66045
H 0.39829 -2.99181 -6.47925
H 3.62967 -3.03895 -3.67274
H 3.91011 -3.45991 -5.35379
H 2.55809 -5.50499 -5.12185
H 3.72683 -5.45135 -3.82843
H 1.43009 -6.07484 -3.00969
H 2.08774 -4.64782 -2.22777
H -1.08971 -4.35195 -5.10062
H -0.67547 -5.89607 -4.35622
H 0.37850 -5.21106 -5.57064
H -0.05475 -3.79360 -1.51786
H -0.86558 -5.20042 -2.20575
H -1.37946 -3.57271 -2.66893
H 1.47490 -0.58459 -5.29776
H 3.09961 -1.07173 -5.80354
H 2.74587 -0.84388 -4.09066
C -1.78341 1.88695 7.07817
C -1.01714 2.55398 5.91692
C -1.66790 3.88665 5.52931
C -2.99898 3.73429 4.79564
C -2.85505 2.81099 3.58745
C -2.24665 1.45196 3.94612
N -0.97507 1.65743 4.71407
O -0.00106 1.95904 3.92561
C -3.27199 0.61646 4.72466
C -1.91147 0.66021 2.69478
C 0.40713 2.79819 6.40338
H -1.30754 2.13788 8.02468
H -2.82046 2.21115 7.14757
H -1.76933 0.80150 6.99261
H -0.97410 4.44320 4.89052
H -1.80080 4.47776 6.43791
H -3.77117 3.35827 5.47047
H -3.34175 4.71568 4.46384
H -3.82463 2.64286 3.11359
H -2.21898 3.30047 2.84054
H -2.82216 -0.30748 5.08954
H -4.08973 0.35118 4.05475
H -3.71016 1.13963 5.56869
H -1.26448 1.20749 2.01472
H -2.82938 0.42697 2.15230
H -1.42471 -0.28501 2.94087
H 0.90180 1.85755 6.64821
H 0.36325 3.40979 7.30439
H 1.00878 3.32281 5.66559

# C23H50AsF12O19S5

A molecular structure, C23H50AsF12O19S5 (ωB97M-V/def2-TZVPD, the Open Molecules 2025 dataset).

Charge: -1
Highest occupied orbital energy (eV): -9.07
Molar mass (Da): 1093.87
E (eV): -211188.4253
Relative energy (zero: lowest compared OMol25 entry of this formula, charge and spin) (kcal/mol): 124.82
Kohn-Sham gap (eV): 10.7

Element x y z (Å)
As -1.03652 -1.16858 -0.04907
F -1.75404 -0.62752 1.50913
F 0.43045 -0.14610 0.18040
F -0.28802 -1.81315 -1.52594
F -2.39076 -2.26786 -0.24011
F -1.85975 0.11330 -1.00812
F -0.09473 -2.55718 0.81082
O -3.66035 -9.04510 7.12359
S -4.65088 -8.43943 6.24112
O -5.60592 -9.24626 5.51605
O -5.60687 -7.38207 7.07990
C -4.96379 -6.58818 8.08111
C -5.15318 -7.13320 9.46129
C -3.85918 -7.12031 5.20304
H -5.53932 -5.67254 7.94519
H -3.89585 -6.45264 7.91014
H -6.21290 -7.13387 9.71643
H -4.54945 -6.61593 10.20698
H -4.88699 -8.18718 9.54100
H -3.54013 -7.57209 4.26379
H -3.05671 -6.72390 5.82513
H -4.54515 -6.29597 5.00808
O -8.40616 -2.46108 -6.53306
S -7.63765 -1.20266 -6.75540
O -7.01821 -0.87347 -8.04402
O -8.37863 0.17950 -6.13052
C -7.98811 1.48724 -6.55324
C -8.39933 2.45597 -5.49601
C -6.36672 -1.17348 -5.48035
H -8.50599 1.66907 -7.49497
H -6.91520 1.62186 -6.69050
H -7.88920 3.39342 -5.71750
H -8.01549 2.21025 -4.50586
H -9.46350 2.65347 -5.36710
H -6.16388 -0.10590 -5.39527
H -5.42930 -1.63858 -5.78534
H -6.80991 -1.72184 -4.64910
O 4.81820 -7.93651 -6.92564
S 3.61097 -7.11517 -6.96684
O 3.35885 -6.21789 -8.07337
O 2.41659 -8.20418 -6.86349
C 1.09532 -7.87551 -7.29831
C 0.05572 -8.08717 -6.24614
C 3.33507 -6.40991 -5.36021
H 0.93004 -8.57512 -8.11765
H 1.03270 -6.93995 -7.85409
H 0.42381 -8.93337 -5.66602
H -0.83411 -8.30434 -6.83702
H 0.01630 -7.31220 -5.48066
H 3.67259 -5.37709 -5.44652
H 3.96528 -6.94597 -4.65058
H 2.37033 -6.48608 -4.85862
O 9.49252 1.00469 -7.07491
S 8.27401 0.48310 -6.52743
O 8.18508 -0.82165 -5.86205
O 7.54714 1.69989 -5.65017
C 6.44293 1.39709 -4.83939
C 6.00970 2.62500 -4.00580
C 7.08344 0.46654 -7.84194
H 6.81355 0.63491 -4.15396
H 5.73157 0.89061 -5.49173
H 6.60704 2.89836 -3.13600
H 4.96314 2.55351 -3.70966
H 6.05041 3.50775 -4.64394
H 7.40020 -0.19300 -8.64990
H 7.00114 1.46582 -8.26943
H 6.17277 0.07549 -7.38821
O 4.35254 -0.22137 8.64533
S 3.94287 -1.64385 8.39169
O 4.73693 -2.74996 8.83273
O 2.40341 -1.84558 9.01589
C 1.46830 -0.80329 9.31072
C 0.10832 -1.34865 8.91183
C 3.57668 -1.86136 6.61449
H 1.73234 0.08673 8.73955
H 1.44903 -0.59974 10.38138
H 0.01951 -1.50079 7.83617
H -0.72957 -0.71650 9.20584
H -0.16720 -2.22190 9.50312
H 4.58929 -1.77056 6.22144
H 2.86320 -1.08785 6.33037
H 3.02480 -2.79695 6.52390
C -0.49357 5.72860 -5.91331
C -0.55415 7.20251 -5.55700
O 0.00006 7.44532 -4.34444
C 0.43163 8.66823 -4.00046
O 0.38388 9.63040 -4.76408
C 0.71964 8.87025 -2.51527
F -0.35817 9.12282 -1.79944
F 1.20513 7.78870 -2.05117
F 1.68001 9.90776 -2.37526
H 0.46211 5.29288 -6.20473
H -1.26413 5.32676 -6.57124
H -0.90404 5.04947 -5.16606
H -1.54728 7.64365 -5.47213
H -0.03028 7.71666 -6.36280
C 1.83721 9.86074 9.19407
C 2.38081 9.73642 7.76817
O 2.31229 8.35538 7.21739
C 1.24093 7.94262 6.47022
O 0.35720 8.80921 6.17296
C 1.15819 6.50056 6.10610
F 0.62614 6.38369 4.84135
F 2.30457 5.74812 6.26357
F 0.27799 5.99365 6.95924
H 2.66380 9.66728 9.87775
H 0.97848 9.20227 9.32483
H 1.50136 10.88048 9.38231
H 3.46197 9.85622 7.69857
H 1.86326 10.36546 7.04390

# C23H50AsFIrNO4Si3

A molecular structure, C23H50AsFIrNO4Si3 (ωB97M-V/def2-TZVPD, the Open Molecules 2025 dataset).

Charge: +3
Spin multiplicity: 2
<S²>: 0.754
Highest occupied orbital energy (alpha / beta) (eV): -17.38 / -17.40
Molar mass (Da): 775.05
E (eV): -124346.2841
Relative energy (zero: lowest compared OMol25 entry of this formula, charge and spin) (kcal/mol): 0.00
Kohn-Sham gap (alpha / beta) (eV): 8.6 / 5.8

Element x y z (Å)
Ir 0.04460 -1.00915 0.14578
C 1.58876 -3.98852 -0.78284
C 0.17954 -4.43286 -0.53464
O -0.52723 -3.34250 0.10196
C -1.70908 -3.75380 0.78166
C -2.24352 -2.56382 1.57453
O -1.20197 -1.62728 1.90981
C -0.26208 -2.09153 2.90490
C 0.78866 -1.02166 2.93637
O 1.54430 -1.06112 1.70652
C 2.72724 -1.93759 1.84223
C 3.06247 -2.66136 0.57196
O 2.17081 -3.75677 0.48652
H 1.59305 -3.06352 -1.36905
H 2.12706 -4.75543 -1.34634
H 0.16897 -5.28738 0.14479
H -0.30914 -4.71265 -1.47134
H -1.46810 -4.60538 1.42193
H -2.48047 -4.07544 0.07610
H -2.74512 -2.90383 2.48125
H -2.95414 -1.99122 0.99000
H 0.16018 -3.05469 2.60577
H -0.75540 -2.19418 3.87302
H 1.44514 -1.10470 3.80236
H 0.29629 -0.05000 2.95532
H 2.50813 -2.68111 2.60793
H 3.55180 -1.30904 2.18062
H 4.10023 -3.00330 0.61762
H 2.95150 -1.99641 -0.28523
C -1.72284 2.28561 -2.21750
Si 0.08214 2.61174 -2.08718
C 1.24477 1.63468 -3.10629
C 0.45351 4.38999 -1.82947
As 0.33575 1.36995 0.41763
Si 3.02955 2.05339 0.90048
C 2.95356 3.79481 0.32958
C 2.96836 1.85017 2.72927
C 4.00211 0.85900 -0.09071
Si -1.28331 2.46115 1.99604
C -0.69637 2.23277 3.74045
C -2.80256 1.45920 1.61842
C -1.31638 4.22653 1.44823
H -2.09201 2.81549 -3.10403
H -2.27342 2.67158 -1.35813
H -1.95089 1.23154 -2.34257
H 1.11669 1.91561 -4.15808
H 1.07068 0.56483 -3.01031
H 2.28178 1.83426 -2.83221
H 0.00856 4.92557 -2.67797
H 1.51693 4.61477 -1.83681
H 0.01004 4.80416 -0.92538
H 2.00977 4.28370 0.56974
H 3.13451 3.87040 -0.74203
H 3.74954 4.35612 0.83332
H 2.49440 2.70920 3.20444
H 3.99804 1.79658 3.10232
H 2.45797 0.94073 3.04235
H 3.36798 0.30887 -0.78783
H 4.50382 0.13424 0.55325
H 4.76625 1.38295 -0.67080
H -1.00600 1.27093 4.15215
H -1.15271 3.00600 4.36541
H 0.38284 2.32792 3.85514
H -2.56748 0.39506 1.65285
H -3.22974 1.70273 0.64357
H -3.57462 1.65433 2.36867
H -0.32410 4.68152 1.44549
H -1.92106 4.79266 2.16382
H -1.77217 4.35878 0.46648
C -3.96742 -1.65312 -4.67037
C -3.04416 -1.48149 -3.50694
C -3.49489 -1.02217 -2.26785
C -2.60482 -0.84064 -1.23305
N -1.29589 -1.11343 -1.35715
C -0.84690 -1.59377 -2.53255
C -1.68386 -1.78106 -3.61000
H -4.87947 -1.07299 -4.55163
H -4.24854 -2.70591 -4.75878
H -3.47549 -1.37424 -5.60095
H -4.54123 -0.79349 -2.11317
H -2.93266 -0.44224 -0.28407
H 0.20958 -1.81202 -2.59300
H -1.27434 -2.16122 -4.53677
F 1.47371 -0.69546 -1.13503

# C23H50Br2ClIN3O8P2S

5 unconnected molecules or ions with the total composition C23H50Br2ClIN3O8P2S (ωB97M-V/def2-TZVPD, the Open Molecules 2025 dataset).

Charge: +1
Highest occupied orbital energy (eV): -11.79
Molar mass (Da): 912.85
E (eV): -235623.7742
Kohn-Sham gap (eV): 8.6

Element x y z (Å)
C -1.79908 1.26665 -0.97333
C -2.42498 -0.15201 -0.99920
C -1.50239 -1.37547 -1.12866
I 0.12464 -0.81212 -2.47897
N -1.14831 -2.25981 0.09492
C -2.29064 -2.28766 1.08778
Br -3.41205 -3.82806 1.36332
C -2.62794 -1.29959 1.92387
C -3.77628 -1.34494 2.89083
Br -1.68697 0.32742 2.11541
C -0.94376 -3.61913 -0.65220
N -2.17064 -4.25897 -1.12332
C -2.19943 -4.69174 -2.26635
S -2.10883 -5.53109 -3.55993
C -0.08151 -4.75314 -0.03092
N -0.71258 -5.60583 0.93576
O 1.16164 -4.31561 0.49986
C 1.36348 -2.96546 0.17262
C 0.21328 -2.07772 0.78998
Cl 0.98531 -0.44679 0.77992
P 0.25199 -2.68164 2.63395
P 1.65152 -1.35090 3.66997
O 1.11558 -0.01003 3.92489
O 3.09833 -1.40355 3.00215
O 1.79040 -2.12053 5.05532
H -2.51307 1.88993 -0.43644
H -1.73053 1.69543 -1.96538
H -0.88015 1.32251 -0.40045
H -3.18832 -0.22092 -0.23065
H -3.01055 -0.11366 -1.91904
H -2.01520 -2.00487 -1.83883
H -3.64775 -2.13755 3.62182
H -4.69862 -1.48166 2.33186
H -3.86266 -0.41037 3.43446
H -0.43963 -3.39785 -1.58623
H 0.15674 -5.39001 -0.89075
H -0.82710 -6.54503 0.58847
H -0.16476 -5.63055 1.78439
H 1.52659 -2.77430 -0.88796
H 2.26799 -2.65414 0.68725
H -0.91941 -2.36579 3.33592
H 3.33864 -0.50930 2.69666
H 2.19509 -1.51876 5.69354
C 5.16857 3.65890 3.52839
C 3.84292 3.00517 3.17651
C 2.93044 2.90107 4.38101
O 4.06854 1.69390 2.63855
H 5.69891 3.07080 4.28263
H 5.81565 3.71674 2.65176
H 5.01838 4.66613 3.91594
H 3.35004 3.58050 2.39156
H 3.38780 2.28685 5.16244
H 1.99433 2.41860 4.09947
H 2.70887 3.88382 4.79867
H 4.50940 1.17560 3.32203
C -0.90109 5.39692 2.00468
C -2.28953 4.86137 1.69385
C -3.12734 4.71642 2.95418
O -2.18461 3.59535 1.03163
H -0.36512 4.71150 2.66831
H -0.31205 5.48984 1.09184
H -0.95265 6.37373 2.48608
H -2.79205 5.53122 0.99597
H -2.65916 4.01033 3.64678
H -4.11728 4.32675 2.71368
H -3.24450 5.67308 3.46359
H -1.74164 2.98963 1.63510
C 4.93714 5.48540 -1.88977
C 4.78069 6.17233 -0.54201
C 6.11139 6.27185 0.18741
O 3.83755 5.45967 0.26152
H 5.30836 4.46482 -1.75875
H 3.97485 5.41761 -2.39830
H 5.63301 6.02638 -2.53200
H 4.36722 7.17072 -0.68642
H 6.51795 5.27476 0.38077
H 5.98260 6.76208 1.15294
H 6.84146 6.83544 -0.39453
H 4.18473 4.57194 0.40013
C -4.90726 -7.15760 -7.39212
C -4.58385 -5.72802 -7.79769
C -3.55013 -5.68790 -8.91214
O -4.10801 -4.99625 -6.66476
H -4.01154 -7.66180 -7.01711
H -5.64598 -7.17006 -6.59008
H -5.29811 -7.72989 -8.23396
H -5.49440 -5.22618 -8.12538
H -2.61347 -6.14743 -8.58329
H -3.32563 -4.65750 -9.18877
H -3.90190 -6.21746 -9.79809
H -3.30160 -5.42249 -6.35858

# C23H50InNO14P3

A molecular structure, C23H50InNO14P3 (ωB97M-V/def2-TZVPD, the Open Molecules 2025 dataset).

Charge: -1
Highest occupied orbital energy (eV): -4.31
Molar mass (Da): 772.39
E (eV): -87843.8859
Kohn-Sham gap (eV): 3.8

Element x y z (Å)
C -1.78813 4.87088 -1.46217
C -0.86138 3.77024 -2.20974
O 0.29545 3.53789 -1.77438
O -1.45457 3.16387 -3.34548
C -1.25208 1.71040 -3.35337
In -2.51789 0.54291 -1.88796
C -4.37182 1.60759 -1.16114
C -5.65867 0.91165 -1.89046
C -6.66565 0.19568 -0.86460
N -8.01450 0.02204 -1.54078
C -1.11920 -0.12236 -0.19239
C -0.22140 -1.29526 -0.84615
C 1.12286 -1.01022 -1.57749
C 1.86330 -2.23034 -2.20148
C 1.27009 -3.68245 -2.09634
C 1.99458 -4.96581 -2.77892
C -0.06310 -3.96815 -1.34043
C -0.79914 -2.75989 -0.71913
H -2.20420 5.53234 -2.31554
H -2.66058 4.25534 -1.01655
H -1.21595 5.46952 -0.68278
H -1.49123 1.30150 -4.40630
H -0.14198 1.47042 -3.16149
H -3.06219 -0.99695 -2.67914
H -4.39406 2.73629 -1.33203
H -4.50494 1.39855 -0.03507
H -6.21743 1.72489 -2.49731
H -5.29120 0.08704 -2.61604
H -6.81637 0.74569 0.12394
H -6.28675 -0.85518 -0.62632
H -8.24441 0.96743 -1.90887
H -7.82150 -0.62945 -2.31982
H -0.48262 0.78778 0.10013
H -1.74009 -0.50391 0.70530
H 1.54264 0.03881 -1.68952
H 2.84840 -2.14497 -2.79365
H 1.99101 -4.73891 -3.91351
H 1.35501 -5.90890 -2.64308
H 3.05070 -5.07111 -2.36412
H -0.54861 -4.99144 -1.24640
H -1.80180 -2.91097 -0.17918
C 3.11856 2.04023 2.93302
O 3.79271 0.82399 2.61877
P 2.94189 -0.64459 2.89433
O 1.60021 0.02905 3.17131
O 3.74523 -0.89035 4.32116
C 4.85370 -0.07948 4.71124
O 2.19784 -2.18698 3.07562
C 2.01562 -2.83864 1.82124
H 3.80931 2.86884 2.76922
H 2.25519 2.17713 2.28228
H 2.80717 2.04347 3.98408
H 4.51038 0.89894 5.03986
H 5.58316 0.01485 3.90878
H 5.35193 -0.54916 5.56349
H 2.98439 -3.00730 1.34475
H 1.38094 -2.23925 1.16816
H 1.53115 -3.80504 1.99094
C 5.69817 6.01270 -3.41155
O 4.57577 5.14666 -3.55256
P 4.64141 3.63079 -2.74380
O 5.89489 3.96512 -1.93746
O 5.06385 2.85610 -4.14318
C 5.03386 3.51552 -5.40911
O 4.54924 2.10237 -1.95595
C 3.51046 2.05234 -0.98175
H 5.53322 6.89391 -4.03348
H 5.80301 6.33600 -2.37630
H 6.61262 5.51050 -3.74771
H 5.87508 4.19930 -5.50024
H 4.09140 4.03662 -5.56703
H 5.13950 2.76754 -6.19907
H 2.54155 2.21644 -1.45930
H 3.67503 2.81062 -0.21036
H 3.51003 1.06423 -0.51157
C -3.32158 -5.08281 5.82237
O -3.10896 -3.70489 5.52913
P -3.53464 -3.15722 3.95514
O -4.25372 -4.44778 3.56576
O -1.95799 -3.21787 3.46363
C -0.89612 -3.45611 4.39314
O -3.97479 -2.49255 2.42639
C -5.02085 -1.53625 2.52553
H -2.94133 -5.28409 6.82508
H -4.38559 -5.31732 5.80350
H -2.78042 -5.71300 5.10740
H -0.88387 -4.50538 4.68110
H -0.97600 -2.81269 5.26709
H 0.05733 -3.24251 3.90456
H -4.69962 -0.69417 3.14367
H -5.91589 -1.99249 2.95976
H -5.26189 -1.16870 1.52374